No. 1
{
  "formula": "C10H11BBrNO",
  "method": "ωB97M-V/def2-TZVPD",
  "charge": 0,
  "homo_energy_ev": -9.49,
  "gap_ev": 9.9,
  "e_above_lowest_kcal_mol": 0.00,
  "multiplicity": 1,
  "species": ["C", "C", "C", "Br", "B", "N", "C", "O", "C", "C", "C", "C", "C", "C", "H", "H", "H", "H", "H", "H", "H", "H", "H", "H", "H"],
  "positions_angstrom": [[-0.15, -1.63, 3.16], [-0.79, -0.56, 2.22], [0.35, 0.28, 1.57], [1.28, 1.43, 2.85], [-0.29, 1.04, 0.33], [-1.12, 2.25, 0.40], [-0.49, 3.29, 0.56], [0.10, 4.21, 1.01], [-0.04, 0.39, -1.10], [-1.02, -0.39, -1.71], [-0.77, -0.98, -2.93], [0.46, -0.75, -3.53], [1.44, 0.01, -2.94], [1.19, 0.60, -1.71], [0.89, -1.36, 3.38], [-0.72, -1.69, 4.10], [-0.12, -2.62, 2.69], [-1.27, -1.11, 1.39], [-1.49, 0.08, 2.76], [1.08, -0.45, 1.18], [-1.97, -0.54, -1.18], [-1.53, -1.61, -3.40], [0.65, -1.23, -4.49], [2.40, 0.16, -3.42], [1.94, 1.20, -1.19]],
  "nbo_charge": [-0.61, -0.41, -0.61, 0.00, 1.02, -0.78, 0.88, -0.49, -0.38, -0.20, -0.22, -0.16, -0.21, -0.21, 0.21, 0.22, 0.21, 0.22, 0.22, 0.24, 0.21, 0.22, 0.20, 0.22, 0.21]
}


No. 2
{
  "formula": "C10H11Cl2NOS",
  "method": "ωB97M-V/def2-TZVPD",
  "charge": 0,
  "homo_energy_ev": -8.84,
  "gap_ev": 9.1,
  "e_above_lowest_kcal_mol": 42.83,
  "multiplicity": 1,
  "species": ["C", "C", "C", "C", "C", "C", "C", "C", "C", "C", "N", "O", "S", "Cl", "Cl", "H", "H", "H", "H", "H", "H", "H", "H", "H", "H", "H"],
  "positions_angstrom": [[-0.79, -3.42, 1.07], [-1.57, -2.21, 0.91], [0.57, -3.37, 1.47], [-0.93, -1.01, 1.12], [1.15, -2.13, 1.74], [0.42, -0.95, 1.57], [1.06, 1.00, 2.63], [-1.08, 2.63, -1.32], [-0.64, 2.60, -2.72], [-0.57, 1.33, -1.90], [0.57, 0.56, -1.64], [1.09, 0.30, 1.58], [2.03, 0.88, -1.16], [0.23, 0.31, 3.92], [3.11, 1.72, -2.79], [-1.08, -4.34, 0.67], [-2.53, -2.08, 0.53], [1.13, -4.26, 1.58], [-1.53, -0.04, 1.27], [2.05, -2.19, 2.28], [-0.26, 3.05, -0.64], [-2.15, 2.76, -1.12], [-1.33, 2.88, -3.48], [0.32, 3.03, -2.94], [-1.47, 0.68, -2.06], [2.19, 2.27, -0.57]],
  "nbo_charge": [-0.19, -0.20, -0.19, -0.23, -0.25, 0.25, 0.20, -0.43, -0.43, -0.08, -0.77, -0.48, 0.90, -0.01, -0.35, 0.21, 0.22, 0.22, 0.23, 0.23, 0.21, 0.23, 0.22, 0.22, 0.20, 0.07]
}


No. 3
{
  "formula": "C10H11F3N2",
  "method": "ωB97M-V/def2-TZVPD",
  "charge": 0,
  "homo_energy_ev": [-8.05, -8.05],
  "gap_ev": [8.5, 8.5],
  "e_above_lowest_kcal_mol": 30.69,
  "multiplicity": 1,
  "species": ["C", "C", "C", "C", "C", "C", "C", "C", "C", "C", "N", "N", "F", "F", "F", "H", "H", "H", "H", "H", "H", "H", "H", "H", "H", "H"],
  "positions_angstrom": [[1.84, -3.39, -0.44], [1.80, -2.44, -1.38], [1.19, -3.03, 0.75], [1.07, -1.28, -1.36], [0.48, -1.87, 0.83], [0.32, -0.95, -0.22], [-2.30, 1.61, 0.48], [-1.57, 0.27, 0.74], [-0.39, 2.82, -0.33], [0.61, 1.72, -0.20], [-1.49, 2.79, 0.51], [-0.57, 0.07, -0.29], [0.14, 4.03, -0.18], [1.23, 1.56, 0.93], [1.58, 1.55, -1.16], [2.42, -4.26, -0.73], [2.53, -2.68, -2.21], [1.18, -3.53, 1.66], [1.06, -0.48, -2.20], [0.16, -1.53, 1.76], [-2.86, 1.62, -0.55], [-3.03, 1.67, 1.23], [-1.10, 0.24, 1.72], [-2.37, -0.47, 0.72], [-0.60, 2.76, -1.49], [-1.31, 3.23, 1.40]],
  "nbo_charge": [-0.24, -0.20, -0.20, -0.22, -0.26, 0.12, -0.21, -0.26, 0.27, 0.82, -0.64, -0.46, -0.33, -0.31, -0.32, 0.22, 0.20, 0.21, 0.23, 0.20, 0.20, 0.21, 0.17, 0.21, 0.17, 0.39]
}


No. 4
{
  "formula": "C10H11F3NO15PS2",
  "method": "ωB97M-V/def2-TZVPD",
  "charge": 0,
  "homo_energy_ev": -8.86,
  "gap_ev": 8.6,
  "multiplicity": 1,
  "species": ["N", "C", "O", "O", "S", "O", "O", "P", "O", "O", "S", "H", "H", "C", "C", "O", "C", "O", "O", "F", "H", "H", "H", "C", "C", "O", "C", "O", "O", "F", "H", "H", "H", "C", "C", "O", "C", "O", "O", "F", "H", "H", "H"],
  "positions_angstrom": [[-3.34, -4.37, -3.19], [-2.18, -4.73, -2.71], [-0.79, -4.78, -2.16], [-0.77, -5.71, -1.24], [-1.12, -4.87, 0.24], [-1.61, -6.01, 1.20], [0.33, -4.26, 0.91], [0.25, -2.55, 1.21], [-1.15, -1.75, 0.55], [0.34, -2.35, 2.97], [1.87, -1.71, 0.47], [-1.74, -1.35, 1.28], [-0.41, -2.95, 3.31], [-0.39, 2.10, -2.86], [-0.51, 0.65, -2.53], [0.76, 0.34, -2.01], [1.22, 1.49, -1.45], [2.15, 1.55, -0.67], [0.50, 2.58, -1.87], [-0.71, -0.08, -3.64], [0.04, 2.28, -3.85], [-1.35, 2.62, -2.80], [-1.28, 0.42, -1.78], [4.61, 4.22, -3.29], [3.93, 5.54, -3.47], [2.79, 5.22, -4.24], [2.49, 3.93, -3.92], [1.43, 3.39, -4.17], [3.53, 3.32, -3.27], [4.70, 6.39, -4.18], [5.27, 3.98, -4.13], [5.19, 4.18, -2.37], [3.61, 6.01, -2.53], [-3.53, -1.46, 6.20], [-2.09, -1.05, 6.24], [-1.62, -1.38, 4.95], [-2.71, -1.26, 4.14], [-2.65, -1.19, 2.92], [-3.88, -1.22, 4.85], [-1.41, -1.79, 7.14], [-3.68, -2.52, 6.43], [-4.15, -0.86, 6.88], [-1.93, 0.01, 6.43]],
  "nbo_charge": [-0.31, 0.45, -0.19, -0.35, 1.61, -0.83, -0.91, 1.83, -0.97, -0.91, -0.48, 0.55, 0.48, -0.15, 0.44, -0.48, 0.97, -0.58, -0.49, -0.33, 0.25, 0.19, 0.15, -0.13, 0.44, -0.48, 0.99, -0.60, -0.46, -0.32, 0.20, 0.22, 0.16, -0.13, 0.44, -0.47, 0.99, -0.62, -0.46, -0.32, 0.21, 0.22, 0.16]
}


No. 5
{
  "formula": "C10H11I",
  "method": "ωB97M-V/def2-TZVPD",
  "charge": 0,
  "homo_energy_ev": -7.96,
  "gap_ev": 8.3,
  "e_above_lowest_kcal_mol": 74.89,
  "multiplicity": 1,
  "species": ["C", "C", "C", "C", "C", "C", "C", "C", "C", "C", "I", "H", "H", "H", "H", "H", "H", "H", "H", "H", "H", "H"],
  "positions_angstrom": [[1.67, 2.67, -0.23], [0.46, 2.66, 0.53], [2.03, 1.47, -0.72], [-0.33, 1.60, 0.80], [1.30, 0.15, -0.40], [-0.17, 0.44, 0.00], [-1.62, -2.90, 1.76], [-0.60, -2.59, 1.32], [-0.95, -1.60, -1.26], [-1.12, -0.42, -0.40], [-3.18, -0.08, 0.05], [2.17, 3.67, -0.44], [0.36, 3.49, 1.13], [3.02, 1.40, -1.27], [-1.23, 1.78, 1.48], [1.48, -0.49, -1.18], [-2.61, -3.14, 2.14], [1.90, -0.29, 0.47], [0.25, -2.28, 0.74], [-0.28, -1.28, -2.07], [-0.64, -2.52, -0.70], [-1.91, -1.74, -1.74]],
  "nbo_charge": [-0.26, -0.19, -0.12, -0.22, -0.47, -0.13, -0.21, -0.27, -0.71, -0.03, 0.09, 0.23, 0.20, 0.21, 0.24, 0.23, 0.24, 0.23, 0.23, 0.22, 0.24, 0.24]
}


No. 6
{
  "formula": "C10H11N",
  "method": "ωB97M-V/def2-TZVPD",
  "charge": 0,
  "homo_energy_ev": -8.51,
  "gap_ev": 9.4,
  "e_above_lowest_kcal_mol": 72.55,
  "multiplicity": 1,
  "species": ["C", "C", "C", "C", "C", "C", "C", "C", "C", "C", "H", "H", "H", "H", "H", "H", "H", "H", "H", "H", "H", "N"],
  "positions_angstrom": [[-1.86, 1.02, -0.75], [-1.28, -1.16, 0.07], [-1.87, -0.29, 1.13], [-1.15, 1.06, 0.63], [0.26, 0.48, 0.28], [1.46, 1.43, -0.01], [2.74, 0.77, -0.15], [2.69, -0.64, -0.16], [1.47, -1.39, 0.00], [0.23, -0.84, 0.17], [-2.93, 1.39, -0.72], [-1.23, 1.61, -1.60], [-2.81, -0.81, -1.55], [-1.46, -2.33, 0.09], [-1.68, -0.55, 2.17], [-2.89, -0.41, 1.05], [-1.35, 1.97, 1.20], [1.36, 2.50, 0.19], [3.86, 1.12, 0.16], [3.58, -1.27, -0.24], [1.56, -2.44, -0.09], [-1.74, -0.49, -1.14]],
  "nbo_charge": [-0.23, -0.07, -0.41, -0.28, 0.05, -0.22, -0.22, -0.23, -0.16, -0.10, 0.20, 0.20, 0.37, 0.22, 0.21, 0.20, 0.24, 0.22, 0.23, 0.21, 0.20, -0.65]
}


No. 7
{
  "formula": "C10H11N2O",
  "method": "ωB97M-V/def2-TZVPD",
  "charge": 1,
  "homo_energy_ev": -13.39,
  "gap_ev": 9.6,
  "e_above_lowest_kcal_mol": 52.94,
  "multiplicity": 1,
  "species": ["C", "C", "C", "C", "C", "C", "C", "C", "C", "C", "N", "N", "O", "H", "H", "H", "H", "H", "H", "H", "H", "H", "H", "H"],
  "positions_angstrom": [[0.91, 0.09, -3.17], [-0.43, 0.30, -2.82], [1.70, -0.49, -2.16], [-0.87, 0.27, -1.50], [1.24, -0.62, -0.87], [-0.04, -0.23, -0.49], [1.16, 0.31, 2.34], [-0.90, 0.95, 1.46], [0.18, 1.44, 2.33], [-1.48, -1.51, 1.03], [0.75, -0.74, 1.77], [-0.44, -0.43, 0.99], [-1.87, 1.48, 1.13], [1.14, 0.27, -4.14], [-1.22, 0.71, -3.45], [2.66, -0.67, -2.50], [-1.96, 0.55, -1.21], [1.86, -1.09, -0.21], [2.13, 0.19, 2.92], [-0.01, 1.66, 3.31], [0.60, 2.34, 2.09], [-1.90, -1.44, 2.06], [-2.31, -0.99, 0.52], [-0.92, -2.35, 0.60]],
  "nbo_charge": [-0.14, -0.19, -0.18, -0.23, -0.22, 0.09, 0.17, 0.75, -0.62, -0.40, -0.23, -0.18, -0.41, 0.23, 0.24, 0.24, 0.25, 0.24, 0.26, 0.30, 0.30, 0.24, 0.25, 0.27]
}


No. 8
{
  "formula": "C10H11N2P",
  "method": "ωB97M-V/def2-TZVPD",
  "charge": 0,
  "homo_energy_ev": -8.30,
  "gap_ev": 8.4,
  "e_above_lowest_kcal_mol": 40.28,
  "multiplicity": 1,
  "species": ["C", "C", "C", "C", "C", "C", "C", "C", "C", "C", "N", "N", "P", "H", "H", "H", "H", "H", "H", "H", "H", "H", "H", "H"],
  "positions_angstrom": [[-3.56, -0.85, 0.80], [-3.75, -1.33, -0.50], [2.80, 0.63, 0.12], [2.65, -0.44, -0.92], [-2.61, 0.19, 0.73], [-2.75, -0.83, -1.24], [2.55, -0.18, 1.30], [2.30, -1.54, -0.33], [1.71, 1.78, -0.06], [0.26, 1.26, 0.16], [-2.07, 0.18, -0.53], [2.29, -1.36, 1.06], [-0.74, 1.15, -1.13], [-4.15, -1.26, 1.60], [-4.49, -2.05, -0.85], [3.80, 1.03, 0.25], [2.61, -0.17, -2.06], [-2.32, 0.99, 1.53], [-2.73, -0.83, -2.29], [2.44, 0.22, 2.28], [2.03, -2.45, -0.65], [1.64, 2.30, -1.09], [1.97, 2.60, 0.59], [0.10, 0.95, 1.25]],
  "nbo_charge": [-0.30, -0.28, -0.35, -0.20, -0.05, -0.08, 0.11, -0.06, -0.41, -0.68, -0.65, -0.40, 0.93, 0.22, 0.23, 0.25, 0.22, 0.22, 0.21, 0.19, 0.20, 0.22, 0.22, 0.25]
}